1.
This record from the OMol25 dataset describes a structure of composition C34H46AsCl2IrN2O4STe at a distorted geometry. The level of theory is ωB97M-V/def2-TZVPD.

XYZ file:
```
92
Properties=species:S:1:pos:R:3:forces:R:3:lowdin_charge:R:1
Ir 0.976570 0.055770 0.825224 0.394 -3.006 -0.058 0.67
C -2.846155 -3.308314 -2.000722 0.100 -0.196 0.077 -0.06
C -2.058994 -4.332118 -1.190105 -0.177 -0.004 -0.436 -0.20
N -1.556112 -3.777441 0.051735 0.236 0.171 -0.192 -0.12
C -2.124612 -4.265631 1.288153 -0.216 -0.079 0.485 -0.24
C -3.610208 -3.944217 1.438948 0.286 -0.047 -0.064 -0.06
C -0.500284 -2.950540 -0.020709 0.073 0.024 0.422 -0.70
S 0.277307 -2.422729 1.419235 0.114 1.478 0.463 0.72
N -0.001795 -2.730600 -1.215154 0.254 -0.083 -0.726 0.10
C 0.532263 -1.656571 -1.758812 -0.578 -1.069 0.447 -0.48
O 0.350333 -0.476747 -1.365720 0.471 1.453 1.564 -0.17
C 1.306025 -1.923042 -2.998959 0.100 0.212 -0.354 -0.14
C 1.046939 -3.054341 -3.770076 -0.039 0.004 0.073 -0.02
C 1.787712 -3.309174 -4.908789 0.058 -0.100 0.004 -0.08
C 2.803550 -2.442242 -5.281579 0.005 0.073 -0.081 -0.08
C 3.053579 -1.304126 -4.531781 0.118 -0.125 -0.061 -0.07
C 2.305028 -1.041468 -3.400176 -0.100 0.201 0.192 -0.03
H -3.183206 -3.754837 -2.931511 -0.110 -0.025 -0.143 0.08
H -2.208798 -2.461177 -2.235722 -0.025 0.094 -0.057 0.07
H -3.709599 -2.957609 -1.441683 -0.140 0.038 0.041 0.07
H -1.201253 -4.680888 -1.776184 -0.157 -0.040 0.086 0.11
H -2.688170 -5.187776 -0.944342 0.042 -0.018 0.028 0.12
H -1.564511 -3.816362 2.109730 -0.087 -0.147 -0.110 0.06
H -1.983894 -5.352319 1.333320 0.072 0.071 0.019 0.13
H -3.799225 -2.882976 1.312974 0.000 0.181 0.001 0.05
H -3.933239 -4.223932 2.437640 -0.090 -0.081 0.091 0.08
H -4.216866 -4.484401 0.717143 -0.108 -0.068 -0.085 0.07
H 0.254250 -3.723152 -3.475156 -0.054 -0.075 0.065 0.10
H 1.586454 -4.195914 -5.494783 -0.030 0.007 -0.037 0.10
H 3.392774 -2.644209 -6.163733 0.046 -0.042 -0.084 0.10
H 3.847767 -0.629907 -4.818569 0.023 0.067 -0.028 0.11
H 2.505899 -0.155701 -2.810335 -0.070 0.002 0.067 0.04
C -1.151720 2.465655 2.995142 0.379 -0.083 0.027 -0.24
As -1.161885 0.991469 1.715534 0.520 0.511 -0.422 1.11
C -2.302266 1.859814 0.362681 0.330 -0.207 -0.115 -0.25
C -2.400161 -0.253684 2.645309 0.624 -0.244 -0.092 -0.28
C -3.845888 0.070631 2.534707 -0.266 0.153 -0.113 -0.31
C -4.540472 0.624337 3.606137 0.211 0.014 -0.052 -0.04
C -5.898271 0.879844 3.517376 -0.121 0.035 0.049 -0.08
C -6.588366 0.589102 2.353064 -0.007 0.030 0.027 -0.09
C -5.905042 0.057296 1.270917 -0.065 -0.079 -0.083 -0.08
C -4.550820 -0.204313 1.364869 0.076 0.015 -0.050 -0.09
H -2.174962 2.799148 3.186395 0.016 -0.180 -0.173 0.04
H -0.571818 3.304071 2.607623 -0.012 -0.103 -0.071 0.04
H -0.701468 2.116306 3.921116 0.025 -0.028 -0.038 0.02
H -3.257175 2.144292 0.806882 0.124 -0.089 0.076 0.03
H -2.478519 1.205070 -0.487740 0.008 -0.087 -0.001 0.03
H -1.801228 2.754893 -0.007798 0.147 -0.065 0.111 0.03
H -2.058680 -0.223270 3.680783 0.071 -0.068 -0.125 0.07
H -2.193086 -1.252090 2.254738 0.110 0.086 0.033 0.04
H -3.999926 0.845587 4.515980 0.000 0.019 0.121 0.11
H -6.425811 1.302116 4.360260 -0.005 0.022 0.086 0.10
H -7.651258 0.771100 2.291011 -0.058 0.046 -0.022 0.10
H -6.434349 -0.160602 0.354249 -0.021 -0.031 -0.065 0.10
H -4.019296 -0.613606 0.513505 -0.003 -0.054 -0.039 0.11
C 4.050040 -2.946108 1.620676 -0.180 0.287 -0.174 -0.08
C 4.207017 -1.612932 0.915276 0.527 -0.077 0.455 -0.31
O 3.111018 -1.315454 0.052972 -0.822 0.106 -0.124 -0.29
H 4.824145 -3.056453 2.374010 0.107 -0.049 0.100 0.08
H 4.123662 -3.777424 0.920988 0.011 -0.112 -0.090 0.08
H 3.078081 -2.979858 2.104015 -0.032 -0.078 0.117 0.01
H 5.133425 -1.593006 0.325977 -0.135 0.092 0.064 0.12
H 4.227894 -0.806296 1.646649 0.068 0.008 -0.070 0.09
H 2.867113 -2.124222 -0.418681 -0.146 0.114 0.046 0.09
C 2.045884 7.246711 -3.251188 -0.029 -0.024 -0.002 -0.05
C 2.142138 5.945375 -2.514423 -0.040 -0.069 0.077 -0.27
C 2.994163 5.780642 -1.432814 -0.042 0.044 -0.150 -0.02
C 3.128720 4.555054 -0.799582 0.004 -0.170 0.166 -0.33
C 4.077655 4.429514 0.352547 0.080 0.085 0.133 -0.12
C 2.387873 3.457056 -1.249270 -0.030 -0.234 0.291 -0.47
Te 2.858195 1.513245 -0.467459 -0.492 0.819 0.343 1.11
C 1.485176 3.619926 -2.302095 0.002 -0.096 0.017 -0.32
C 0.644173 2.492517 -2.815529 -0.098 -0.113 0.103 -0.08
C 1.377062 4.860095 -2.914937 0.117 0.092 0.067 -0.03
H 2.657592 8.014212 -2.784727 0.031 0.082 0.025 0.07
H 1.014450 7.593314 -3.284876 -0.062 0.094 -0.028 0.08
H 2.384056 7.115286 -4.278551 0.017 0.076 -0.081 0.08
H 3.579333 6.617301 -1.074508 0.051 0.104 -0.012 0.11
H 4.393866 5.410189 0.701773 0.042 0.086 0.002 0.07
H 4.965146 3.866201 0.060693 0.030 -0.027 0.092 0.07
H 3.607379 3.894629 1.177505 0.098 -0.005 0.024 0.05
H 0.602117 1.666468 -2.109694 -0.041 -0.003 -0.108 -0.01
H 1.049269 2.111647 -3.752972 0.015 -0.089 -0.091 0.09
H -0.370895 2.833819 -3.006567 -0.130 0.053 -0.095 0.08
H 0.686953 4.976528 -3.739296 -0.110 0.008 -0.130 0.12
Cl 1.986178 -2.783785 4.761510 -0.096 -0.240 0.071 0.61
C 2.229803 -1.040781 4.969200 -0.087 0.256 -0.263 -0.99
Cl 3.952988 -0.665485 4.998654 0.131 0.065 0.128 0.61
C 1.494302 -0.345493 3.784994 -0.739 -0.105 1.583 -0.82
O 0.299291 -0.122941 3.957003 -0.240 -0.037 0.097 -0.06
O 2.186913 -0.101216 2.780474 -0.354 0.535 -2.934 -0.18
H 1.790763 -0.766755 5.930012 0.077 0.036 -0.326 0.07
```
Positions in Å, forces in eV/Å.

Results
molar mass = 1044.46 g/mol
orbital gap = 5.764 eV
ΔE to the lowest compared entry with this formula, charge and spin = 75.64 kcal/mol

***

2.
This record from the OMol25 dataset describes a cluster of 2 separate species, C7H6N2S2 in total at a distorted geometry. The level of theory is ωB97M-V/def2-TZVPD.

XYZ file:
```
17
Properties=species:S:1:pos:R:3:forces:R:3:nbo_charge:R:1
C 2.415080 -1.266158 2.272047 0.331 0.252 -0.642 0.13
C 0.729689 3.153453 0.940156 0.787 -1.840 -0.054 -0.27
C 1.062079 1.837135 0.493034 -0.374 -0.203 0.831 -0.10
C 1.153543 3.421589 2.211200 0.634 -3.046 -0.520 -0.32
C 1.701668 1.064071 1.517650 -0.456 2.809 -0.149 -0.31
C 2.012707 -0.222926 1.488955 -0.011 -2.355 -0.309 0.12
C -0.644196 -3.075076 -0.525516 0.150 -0.465 -2.016 -0.83
N 2.825774 -2.279341 2.676601 -0.096 0.012 0.449 -0.25
N 1.449154 -1.202500 -0.396610 -1.440 0.331 0.059 -0.71
S 1.945920 2.092622 2.980753 -0.491 0.292 -1.096 0.44
S -0.103585 -1.291944 -0.506305 0.987 -0.451 -0.494 0.67
H 0.085130 3.819739 0.444949 -0.522 0.667 -0.818 0.23
H 0.689054 1.330774 -0.425000 0.643 0.689 0.748 0.26
H 0.710194 4.115015 2.812452 -0.456 2.351 1.429 0.23
H -1.750108 -3.189457 -0.721555 1.114 0.415 0.357 0.23
H -0.382037 -3.400116 0.463510 0.082 -0.696 0.298 0.23
H -0.088110 -3.661215 -1.383737 -0.882 1.237 1.927 0.24
```
Positions in Å, forces in eV/Å.

Results
molar mass = 182.27 g/mol
orbital gap (alpha / beta) = 5.261 / 5.460 eV
ΔE to the lowest compared entry with this formula, charge and spin = 114.29 kcal/mol

***

3.
This record from the OMol25 dataset describes a structure of composition C33H25IrN3P2S2. The level of theory is ωB97M-V/def2-TZVPD.

XYZ file:
```
66
Properties=species:S:1:pos:R:3:forces:R:3:nbo_charge:R:1
Ir -0.462742 0.661562 -0.569778 -0.038 -0.008 -0.069 0.08
S 0.604269 -0.769224 -1.947243 0.027 -0.043 0.010 0.07
C 0.622170 0.025683 -3.499340 -0.002 0.015 -0.027 -0.20
C 1.285252 -0.584515 -4.565851 -0.004 0.011 -0.011 -0.17
C 1.299315 0.019547 -5.807515 0.013 -0.005 -0.001 -0.06
C 1.992489 -0.621915 -6.890008 -0.018 -0.008 -0.001 0.24
N 2.550896 -1.160496 -7.736357 0.009 0.007 0.002 -0.25
C 0.640775 1.250371 -6.000006 -0.026 0.014 -0.002 -0.14
C -0.019195 1.848399 -4.943852 0.012 -0.018 -0.005 -0.15
C -0.028999 1.240703 -3.687099 0.016 -0.006 -0.037 -0.20
S -0.883998 1.987080 -2.362662 -0.007 0.033 0.065 -0.05
C 0.651180 1.895353 -7.283114 0.048 -0.008 0.004 0.26
N 0.663697 2.428677 -8.299837 -0.027 0.002 0.001 -0.25
H 1.790447 -1.531252 -4.426230 -0.001 -0.001 0.008 0.24
H -0.525932 2.791993 -5.095377 -0.003 0.001 0.008 0.24
C 0.179245 -0.682415 3.607770 0.008 -0.001 -0.019 -0.42
N -0.010008 -0.284331 2.216335 -0.049 -0.007 -0.025 -1.09
P 0.603496 0.988379 1.326634 -0.011 0.051 0.020 1.49
C 2.296033 1.351940 1.687058 -0.003 0.013 0.011 -0.39
C 2.630762 2.055536 2.846689 0.030 0.004 -0.008 -0.19
C 3.964380 2.300938 3.126279 -0.005 -0.001 -0.009 -0.20
C 4.948594 1.851101 2.253557 -0.006 0.004 0.011 -0.16
C 4.611553 1.159162 1.098045 0.003 -0.005 -0.006 -0.19
C 3.280835 0.904844 0.806363 0.018 0.003 0.008 -0.19
C -0.463021 2.424797 1.274451 0.021 0.001 0.019 -0.34
C 0.032540 3.698704 0.936696 0.006 0.018 -0.008 -0.23
C -0.822549 4.644737 0.428929 0.002 -0.011 0.004 -0.15
C -2.175589 4.342864 0.209833 0.011 0.002 0.001 -0.18
C -2.677646 3.110153 0.550428 -0.027 -0.005 -0.003 -0.17
C -1.831622 2.127472 1.090809 0.027 -0.008 0.002 -0.29
P -0.840308 -1.044197 0.921713 -0.041 -0.067 0.044 1.42
C -2.539847 -1.395371 1.376728 -0.007 0.006 0.017 -0.48
C -2.824440 -2.180455 2.496462 0.011 -0.002 0.000 -0.12
C -4.139868 -2.452539 2.829771 0.003 0.001 0.003 -0.22
C -5.172086 -1.961270 2.038738 -0.004 0.005 -0.010 -0.16
C -4.893318 -1.197777 0.914727 -0.003 -0.001 0.010 -0.20
C -3.577393 -0.908930 0.583738 0.002 0.002 -0.009 -0.18
C -0.040554 -2.633380 0.694311 0.051 0.025 -0.005 -0.46
C -0.766227 -3.729288 0.232502 -0.017 -0.002 -0.005 -0.18
C -0.114059 -4.923479 -0.031003 0.002 0.001 0.002 -0.18
C 1.255647 -5.026142 0.166659 -0.005 0.003 0.003 -0.17
C 1.981749 -3.934670 0.625220 0.003 -0.004 -0.004 -0.22
C 1.337988 -2.736026 0.881996 -0.005 -0.006 0.005 -0.13
H 1.095025 -0.231433 3.990330 0.000 0.001 0.002 0.22
H 0.292596 -1.765451 3.660165 0.005 0.002 0.017 0.22
H -0.660329 -0.371234 4.229251 -0.003 -0.008 -0.004 0.22
H 1.859383 2.419189 3.516076 -0.004 -0.003 -0.001 0.22
H 4.236961 2.847456 4.018676 0.002 -0.002 0.001 0.24
H 5.988742 2.050012 2.474698 0.001 0.000 -0.003 0.24
H 5.384614 0.824654 0.419899 0.000 0.002 0.001 0.24
H 3.000978 0.381287 -0.101174 -0.006 -0.001 0.001 0.24
H 1.085966 3.916529 1.058434 -0.001 0.000 -0.002 0.24
H -0.447683 5.628193 0.179185 0.002 0.000 0.001 0.24
H -2.828158 5.095711 -0.210718 -0.006 -0.004 0.001 0.24
H -3.729064 2.889224 0.422964 0.001 0.007 -0.004 0.24
H -2.266466 1.232567 1.515886 -0.010 0.004 0.000 0.25
H -2.022645 -2.593042 3.097414 -0.001 -0.001 -0.002 0.21
H -4.362146 -3.056420 3.699081 -0.001 0.000 0.000 0.23
H -6.198911 -2.183339 2.297063 0.001 -0.002 0.002 0.23
H -5.698387 -0.830537 0.292718 -0.001 -0.001 0.001 0.23
H -3.351992 -0.316284 -0.296081 0.004 0.000 0.000 0.23
H -1.834926 -3.652684 0.076425 -0.001 0.001 0.000 0.23
H -0.676624 -5.774517 -0.389893 0.000 0.000 0.000 0.23
H 1.760453 -5.960906 -0.037403 0.001 0.000 0.000 0.23
H 3.049307 -4.017992 0.778099 0.000 0.002 0.001 0.23
H 1.909395 -1.883308 1.231736 0.000 -0.001 -0.001 0.21
```
Positions in Å, forces in eV/Å.

Results
charge = +1
molar mass = 781.88 g/mol
orbital gap = 7.019 eV